Here is a molecular structure, C16H29N5O7PdS from the OMol25 dataset. Energies are from wB97M-V/def2-TZVPD.

The geometry in XYZ format:
```
59
Properties=species:S:1:pos:R:3:forces:R:3
Pd -1.575126 -1.061825 -1.308560 -0.030 -0.044 -0.124
C -4.748933 -4.249344 0.023930 0.003 0.004 0.010
N -3.353159 -4.644042 -0.205167 -0.008 0.008 -0.025
C -3.038780 -6.071836 -0.063880 0.004 -0.001 0.008
C -2.452348 -3.765222 -0.570568 0.005 -0.047 -0.013
O -2.775891 -2.553872 -0.756095 0.049 0.063 0.029
C -1.029583 -4.247299 -0.823334 -0.020 0.013 0.001
O -0.111312 -3.181652 -0.951435 -0.026 0.027 0.008
C 0.707133 -2.898079 0.161011 0.039 -0.031 -0.010
C 0.318828 -1.600477 0.864623 0.005 0.016 0.026
O -0.690583 -0.926158 0.497487 -0.030 0.028 0.050
N 1.035336 -1.194286 1.882485 -0.004 0.012 0.031
C 2.207111 -1.904349 2.399425 0.000 0.012 -0.013
C 0.732569 0.060560 2.581858 -0.029 -0.020 -0.009
H -5.362708 -4.567989 -0.817832 -0.001 -0.002 0.000
H -4.815679 -3.174083 0.138869 -0.001 -0.002 0.000
H -5.098740 -4.737963 0.930442 -0.001 0.000 0.000
H -3.976286 -6.618096 -0.031655 0.001 0.000 -0.005
H -2.495990 -6.263538 0.861853 -0.007 -0.002 0.003
H -2.468752 -6.439683 -0.914518 0.004 0.002 0.000
H -1.028996 -4.792394 -1.771101 0.009 -0.006 0.002
H -0.720154 -4.947015 -0.045034 0.003 0.017 0.012
H 1.736102 -2.813526 -0.193648 -0.007 -0.005 -0.013
H 0.668210 -3.712845 0.887995 0.021 -0.001 0.007
H 2.271333 -2.921327 2.028637 0.000 0.004 -0.002
H 2.136718 -1.939808 3.484813 -0.001 -0.003 0.000
H 3.109459 -1.360021 2.121335 0.002 -0.005 -0.002
H -0.010886 0.629038 2.036362 0.016 -0.002 -0.007
H 1.650620 0.640115 2.639361 0.000 -0.010 0.023
H 0.368146 -0.167889 3.582737 0.000 -0.010 0.005
C 1.601401 5.677928 2.115679 -0.013 0.014 0.004
C 2.359365 4.374302 1.929943 0.035 -0.027 -0.008
S 1.638876 3.289479 0.727732 -0.010 0.052 -0.073
O 0.212493 3.198319 0.966077 0.004 0.039 0.027
O 2.394298 2.057283 0.690495 -0.027 -0.043 -0.036
C 1.865713 4.099739 -0.863991 0.026 -0.036 -0.003
C 0.673810 3.877477 -1.785368 0.023 -0.083 0.040
N 0.431339 2.442326 -2.047845 -0.043 0.022 -0.086
C -0.630602 1.739402 -1.615624 0.007 -0.028 0.108
N -0.453855 0.448264 -1.912824 -0.010 -0.012 0.016
C 0.749378 0.304500 -2.548644 -0.033 -0.011 -0.007
C 1.289227 1.536694 -2.648311 0.016 0.023 -0.024
N 2.507507 1.864897 -3.350945 0.128 0.010 0.223
O 3.199786 0.926473 -3.663235 -0.049 -0.013 -0.077
O 2.737623 3.039002 -3.557994 -0.056 0.021 -0.042
C -1.841194 2.246658 -0.921641 0.015 0.000 0.000
H 2.078329 6.253403 2.907215 -0.004 0.000 -0.002
H 0.569306 5.488336 2.402243 -0.008 0.006 -0.002
H 1.609049 6.295509 1.217425 0.010 -0.011 -0.001
H 2.349071 3.765888 2.837820 0.026 -0.001 -0.004
H 3.400764 4.509141 1.632353 0.002 0.005 -0.006
H 2.787844 3.699907 -1.276964 0.050 0.033 -0.012
H 2.004468 5.170091 -0.710000 -0.095 -0.002 0.036
H 0.834517 4.383885 -2.732522 0.031 -0.012 0.008
H -0.225652 4.258408 -1.314664 -0.020 0.032 -0.031
H 1.133688 -0.632605 -2.911811 0.002 0.000 -0.023
H -1.988741 3.311056 -1.074081 -0.013 0.001 -0.015
H -1.758926 2.072380 0.150150 0.013 -0.003 -0.001
H -2.716544 1.726763 -1.311064 -0.003 0.010 -0.001
```
Positions in Å, forces in eV/Å.

Values from the calculation:
**LUMO**: -8.00 eV
**Gap between HOMO and LUMO**: 7.54 eV
**M**: 541.92 g/mol
**Total energy**: -53142.9968 eV
**Net charge**: +2

Here is 3 unconnected molecules or ions with the total composition C27H52FI2N5O2 from the OMol25 dataset. Energies are from wB97M-V/def2-TZVPD.

The geometry in XYZ format:
```
89
Properties=species:S:1:pos:R:3:forces:R:3
C -0.769711 4.583013 0.570877 -0.794 -0.517 -0.697
C -0.782821 3.781386 -0.770155 0.256 -1.041 0.679
C -0.056517 2.375236 -0.590469 -0.546 2.403 0.249
N -0.925175 1.524366 0.222263 1.037 -0.438 -0.599
C -0.868757 0.112385 0.033964 -2.318 -1.156 -0.008
F -2.126907 -0.343746 0.553948 0.721 0.606 -0.121
C -0.972081 -0.353375 -1.438975 0.723 1.253 4.746
N -0.830280 -0.326104 -2.551693 0.172 -0.336 -3.748
C 0.167688 -0.690476 0.890646 -0.811 -1.494 1.077
C -0.412489 -2.122126 0.916374 1.636 4.338 -0.592
N -0.818929 -3.169014 0.872272 -1.161 -2.995 -0.211
C 1.658145 -0.832355 0.446997 0.707 -0.119 -0.059
C 2.267667 0.030459 -0.688258 1.168 0.600 -0.365
C 3.177061 1.226717 -0.202262 -0.766 0.079 0.881
O 4.568000 1.011840 -0.477423 -1.059 0.518 -0.611
C 4.895080 1.113724 -1.804978 -0.223 0.902 -0.083
C 4.318512 2.155178 -2.776585 -1.083 0.010 0.109
O 5.701160 0.364429 -2.222039 1.496 -1.265 -0.635
C 0.026991 -0.207290 2.408847 1.494 0.300 -0.296
I 0.789773 -1.824452 3.668510 -1.440 -1.084 -0.409
C 0.832542 1.146379 2.717656 -1.963 -0.249 0.870
C -0.204681 2.116444 3.385759 0.348 0.272 -0.183
I 2.429678 0.771700 4.150080 0.762 2.236 -0.627
H -1.558785 4.153356 1.220434 0.431 0.344 -0.141
H 0.186655 4.485693 1.114097 -0.317 0.350 -0.402
H -1.057988 5.624247 0.346933 0.374 -0.340 0.434
H -1.834286 3.538269 -1.036711 0.543 0.384 -0.085
H -0.332197 4.331709 -1.615448 -0.103 -0.228 0.509
H 0.182584 2.035249 -1.613512 -0.120 -0.442 0.622
H 0.849380 2.622761 0.005560 -0.177 -0.461 -0.714
H -1.864722 1.885297 0.351476 0.039 -0.421 -0.391
H 2.297067 -0.680356 1.346121 -0.466 -0.073 -0.476
H 1.839021 -1.891922 0.178468 -0.318 0.605 0.121
H 1.585287 0.420020 -1.459648 -0.032 -0.446 0.473
H 2.981750 -0.623583 -1.237916 -0.555 0.256 0.295
H 3.099466 1.322454 0.902157 0.260 -0.091 -0.628
H 2.852030 2.201330 -0.612028 0.159 -0.530 0.025
H 5.104130 2.596640 -3.415285 -0.169 -0.338 0.680
H 3.659621 1.596973 -3.478539 0.319 0.282 0.464
H 3.699487 2.945616 -2.318021 0.437 -0.273 -0.189
H -1.017905 -0.084855 2.726630 0.428 -0.165 -0.388
H 1.182696 1.657858 1.809167 0.299 -0.641 0.409
H 0.180705 3.156630 3.378262 -0.095 -0.612 0.264
H -1.141827 2.142357 2.792725 0.547 -0.181 0.265
H -0.445267 1.812342 4.421635 0.165 0.148 -0.532
C -6.217651 5.018348 -3.421732 -0.079 0.003 -0.001
C -5.603186 3.738621 -2.871761 -0.111 0.089 -0.100
N -5.829423 3.548856 -1.448411 0.226 0.042 0.313
C -5.018453 2.486501 -0.874212 0.198 0.107 -0.021
C -5.261093 1.064065 -1.362216 0.039 -0.359 0.120
C -7.217126 3.582246 -1.011212 -0.236 0.241 -0.087
C -8.188763 2.575940 -1.635759 -0.136 -0.083 0.105
H -5.866300 5.892553 -2.870241 -0.036 -0.051 0.046
H -5.932124 5.143975 -4.467837 -0.004 -0.034 0.029
H -7.308230 4.998108 -3.384230 0.028 0.027 0.008
H -4.524019 3.798183 -3.045390 0.008 -0.157 0.165
H -5.968450 2.887709 -3.464134 0.022 -0.007 -0.095
H -5.114084 2.509947 0.216391 -0.168 0.082 -0.033
H -3.965612 2.728523 -1.068410 -0.056 0.124 -0.131
H -6.175192 0.643432 -0.943592 0.006 -0.002 -0.073
H -4.435038 0.427386 -1.033280 -0.045 -0.031 -0.018
H -5.312569 0.990163 -2.449109 0.004 0.067 0.018
H -7.606930 4.587630 -1.195362 0.095 -0.014 -0.087
H -7.251031 3.478388 0.077173 0.206 -0.081 -0.036
H -8.063168 2.488656 -2.716216 0.032 0.018 0.020
H -9.216827 2.898231 -1.453444 0.034 0.010 -0.007
H -8.085403 1.585494 -1.194052 0.028 -0.025 -0.112
C 4.375948 -3.747912 -0.191687 -0.095 0.037 -0.012
C 5.007934 -5.008636 0.383767 -0.118 0.095 -0.074
N 4.798985 -5.163492 1.813376 0.181 -0.005 0.292
C 5.624971 -6.204345 2.407135 0.243 0.001 -0.023
C 5.383967 -7.649363 1.962019 -0.008 -0.182 0.134
C 3.415585 -5.128834 2.261793 -0.247 0.218 -0.126
C 2.445483 -6.157857 1.673151 -0.175 -0.066 0.127
H 4.725911 -2.856334 0.333699 -0.014 -0.046 0.041
H 4.648360 -3.645760 -1.243958 0.007 -0.017 0.032
H 3.284783 -3.778623 -0.140464 0.016 -0.016 0.008
H 6.084007 -4.944443 0.196546 0.005 -0.134 0.167
H 4.643041 -5.877370 -0.183125 0.008 -0.005 -0.102
H 5.537945 -6.151528 3.496590 -0.155 0.079 -0.039
H 6.672161 -5.958270 2.198962 -0.069 0.087 -0.111
H 4.475243 -8.062071 2.400346 -0.016 0.016 -0.092
H 6.210306 -8.280326 2.299240 0.001 0.039 -0.016
H 5.321888 -7.747128 0.877366 -0.010 0.036 0.016
H 3.016856 -4.131139 2.053366 0.064 0.003 -0.079
H 3.388899 -5.204111 3.353100 0.223 -0.070 -0.030
H 2.562869 -6.274166 0.594427 0.028 0.021 0.018
H 1.416595 -5.836860 1.854921 0.031 0.023 -0.027
H 2.558922 -7.135118 2.141535 0.040 -0.029 -0.111
```
Positions in Å, forces in eV/Å.

Values from the calculation:
**LUMO**: -0.45 eV
**Gap between HOMO and LUMO**: 7.50 eV
**M**: 751.55 g/mol
**Total energy**: -59302.8913 eV

Here is a molecular structure, C16H25FN3OS from the OMol25 dataset. Energies are from wB97M-V/def2-TZVPD.

The geometry in XYZ format:
```
47
Properties=species:S:1:pos:R:3:forces:R:3
C 3.600018 -1.555694 4.078972 -0.637 0.564 0.136
C 2.354501 -0.986910 4.374031 0.062 0.011 -0.242
C 1.344171 -0.764387 3.295363 1.918 2.109 0.462
C 0.145091 -1.376188 3.341431 -0.825 0.329 -0.718
C -0.824898 -1.112829 2.291527 -0.501 -1.234 0.573
C -2.220374 -1.753214 2.329528 0.516 0.218 0.716
C -2.209315 -3.198337 2.898042 -0.349 0.065 -0.466
C -3.085618 -0.794829 3.217927 0.659 -0.535 -0.652
C -4.586283 -1.095206 3.142426 0.033 0.973 0.462
C -0.542014 -0.275976 1.282541 -0.222 0.573 -0.898
F -1.487793 -0.038416 0.324090 0.300 0.073 -0.031
C 0.691202 0.415187 1.150526 -0.822 -1.128 1.096
N 1.064293 1.288839 0.218590 1.095 -0.442 0.691
S 2.580954 1.678436 0.716777 0.410 0.831 -0.634
N 2.766060 0.827211 2.048822 -0.663 -0.256 -0.202
C 1.633227 0.127870 2.214616 -0.080 0.560 -1.069
H 3.777307 -2.618374 4.267858 0.970 0.744 1.858
H 4.369260 -0.906412 3.643131 -0.660 -0.980 -1.922
H 2.060591 -0.630129 5.372497 -0.755 -2.228 0.251
H -0.115984 -2.061723 4.143080 0.107 0.228 -0.088
H -2.605191 -1.751579 1.303446 -0.057 0.001 0.317
H -1.219550 -3.537787 3.221599 -0.284 0.138 0.062
H -2.536569 -3.913554 2.132316 0.037 0.158 0.196
H -2.927596 -3.260857 3.724750 0.336 -0.164 -0.071
H -2.835399 0.220909 2.875436 -0.464 -0.137 0.126
H -2.669758 -0.878789 4.234837 -0.385 0.065 -0.118
H -4.896355 -1.939496 3.768419 0.144 -0.009 -0.399
H -5.114123 -0.214980 3.542720 0.005 -0.321 -0.077
H -4.920465 -1.198902 2.103243 0.092 -0.244 0.237
C 2.218014 2.227753 -3.505712 -0.030 0.024 0.289
C 1.502851 0.954312 -3.923993 0.465 0.442 -0.098
C 1.139272 0.919996 -5.408914 -0.733 -0.509 0.099
O 0.025173 1.758598 -5.653726 0.412 0.076 -0.138
C 0.337454 3.055677 -6.175921 -0.263 0.197 0.095
N 0.213200 0.861206 -3.152014 -0.368 -0.059 0.062
H 1.565291 3.101873 -3.528162 -0.037 -0.048 -0.118
H 2.583662 2.123413 -2.487682 0.098 0.057 0.130
H 3.072673 2.424939 -4.150412 -0.033 -0.083 -0.027
H 2.100354 0.083906 -3.652042 -0.036 -0.021 -0.058
H 0.818593 -0.094424 -5.667409 0.022 0.020 -0.057
H 1.994310 1.157908 -6.042295 0.075 0.113 0.154
H 1.263873 3.053605 -6.751080 0.007 -0.095 0.030
H 0.408875 3.780200 -5.362824 0.105 0.062 -0.063
H -0.478942 3.357755 -6.828499 -0.008 -0.090 0.012
H 0.309642 1.104561 -2.154959 0.166 -0.075 0.045
H -0.203892 -0.069037 -3.221122 0.062 -0.016 0.108
H -0.459795 1.503878 -3.591777 0.120 0.040 -0.061
```
Positions in Å, forces in eV/Å.

Values from the calculation:
**LUMO**: -3.19 eV
**Gap between HOMO and LUMO**: 6.52 eV
**M**: 326.46 g/mol
**Total energy**: -37057.5430 eV
**Net charge**: +1